C18H50BFO12PS8 | the ωB97M-V functional and the def2-TZVPD basis

## Properties
- Energy relative to the best compared isomer or geometry (same formula, charge and spin): 0.0 kcal per mole
- HOMO energy: -3.01 eV
- Charge: -1
- Frontier orbital gap: 0.1607 hartree

```
91
Properties=species:S:1:pos:R:3:mulliken_charge:R:1
O 1.418 -0.547 1.127 -0.525
C 1.262 0.521 0.632 0.351
F 2.347 1.351 0.541 -0.292
C 0.044 1.116 0.032 -0.415
C -0.774 1.981 1.009 -0.020
O -2.090 1.578 1.124 -0.877
B -2.621 2.688 2.040 0.907
P -4.589 2.841 1.888 -0.028
O -4.838 4.277 1.063 -0.453
O -4.894 1.640 0.769 -0.448
O -1.822 3.901 1.605 -0.532
C -0.921 3.472 0.658 0.082
S -1.720 3.643 -1.025 -0.372
H -0.592 0.283 -0.268 0.240
H 0.304 1.676 -0.867 0.401
H -0.315 2.021 2.016 0.164
H -2.360 2.354 3.190 -0.297
H -4.878 4.185 0.101 0.286
H -4.109 1.517 0.214 0.334
H 0.017 4.031 0.664 0.386
H -2.528 4.645 -0.672 0.153
C 2.320 -1.867 -3.830 -0.802
S 1.144 -2.967 -3.042 0.384
O -0.144 -2.238 -2.908 -0.595
C 1.938 -2.960 -1.435 -0.709
H 1.998 -1.707 -4.857 0.333
H 2.338 -0.918 -3.292 0.368
H 3.304 -2.327 -3.830 0.171
H 1.992 -1.939 -1.056 0.020
H 2.935 -3.394 -1.524 0.383
H 1.339 -3.569 -0.762 0.414
C 5.705 -1.504 -7.777 -0.946
S 6.062 -1.547 -6.018 0.403
O 4.964 -2.324 -5.381 -0.510
C 5.706 0.183 -5.702 -0.963
H 5.822 -2.515 -8.161 0.304
H 4.680 -1.165 -7.928 0.297
H 6.411 -0.838 -8.273 0.383
H 4.681 0.401 -6.000 0.300
H 6.412 0.805 -6.254 0.398
H 5.825 0.353 -4.634 0.311
C 2.070 -2.163 3.760 -0.731
S 2.759 -3.477 4.762 0.473
O 2.726 -3.031 6.182 -0.621
C 4.454 -3.263 4.199 -0.891
H 1.008 -2.085 3.979 0.390
H 2.565 -1.224 4.009 0.150
H 2.203 -2.398 2.705 0.318
H 4.777 -2.245 4.417 0.262
H 4.508 -3.463 3.129 0.336
H 5.076 -3.974 4.739 0.319
C -8.257 1.443 4.270 -0.959
S -8.838 1.893 2.627 0.425
O -7.825 2.806 2.071 -0.451
C -10.222 2.905 3.196 -0.987
H -7.356 0.848 4.138 0.307
H -8.015 2.350 4.824 0.288
H -9.023 0.861 4.785 0.398
H -9.843 3.702 3.836 0.295
H -10.937 2.282 3.736 0.376
H -10.697 3.332 2.316 0.303
C 3.200 -5.695 -4.264 -0.492
S 3.884 -6.858 -3.084 0.418
O 3.698 -6.258 -1.737 -0.569
C 5.603 -6.584 -3.536 -0.887
H 2.122 -5.666 -4.124 0.326
H 3.624 -4.708 -4.077 -0.090
H 3.433 -6.020 -5.278 0.414
H 5.843 -5.528 -3.409 0.256
H 5.760 -6.893 -4.569 0.341
H 6.219 -7.189 -2.873 0.330
C -4.718 3.929 -4.341 -0.884
S -5.695 3.782 -2.837 0.437
O -5.091 4.717 -1.852 -0.617
C -5.142 2.131 -2.414 -0.563
H -4.887 4.923 -4.750 0.339
H -3.663 3.801 -4.095 0.217
H -5.044 3.174 -5.057 0.350
H -4.055 2.124 -2.317 0.088
H -5.471 1.432 -3.185 0.428
H -5.602 1.872 -1.460 0.166
C 2.838 2.332 5.750 -0.966
S 1.665 1.089 6.320 0.690
O 0.327 1.714 6.278 -0.650
C 2.195 1.110 8.040 -1.030
H 2.646 2.497 4.691 0.266
H 2.680 3.258 6.303 0.372
H 3.856 1.965 5.890 0.332
H 2.087 2.120 8.436 0.349
H 3.230 0.772 8.109 0.337
H 1.550 0.424 8.585 0.302
```


C8H16O5 | the ωB97M-V functional and the def2-TZVPD basis

## Properties
- Energy relative to the best compared isomer or geometry (same formula, charge and spin): 105.0 kcal per mole
- HOMO energy (alpha / beta): -6.21 / -6.61 eV
- Frontier orbital gap (alpha / beta): 0.2475 / 0.2624 hartree

```
29
Properties=species:S:1:pos:R:3:mulliken_charge:R:1
C -2.715 -0.197 0.204 -0.197
C 1.847 -0.905 -1.006 0.855
C 2.284 -0.374 0.134 0.805
C -0.974 1.417 0.124 0.731
C 0.805 -2.019 -1.017 -1.865
C 3.243 0.874 0.071 -1.804
C -0.165 2.431 0.912 -0.889
C -3.903 -0.529 0.975 -0.522
O -1.950 0.781 0.693 -0.321
O 2.258 -0.403 -2.176 -0.618
O 1.980 -0.769 1.428 -0.607
O -0.478 1.125 -1.098 -0.432
O -5.049 -0.502 0.146 -0.527
H -2.512 -0.629 -0.746 0.277
H 1.402 -2.880 -0.801 0.461
H 0.544 -2.128 -2.010 0.452
H 0.075 -1.808 -0.271 0.400
H 3.494 0.934 1.089 0.439
H 2.687 1.733 -0.235 0.356
H 4.092 0.612 -0.600 0.554
H 0.844 2.131 0.913 0.138
H -0.684 2.304 1.864 0.309
H -0.369 3.390 0.537 0.308
H -3.930 0.242 1.730 0.270
H -3.737 -1.457 1.363 0.227
H 2.873 0.335 -2.100 0.311
H 1.364 -1.573 1.537 0.332
H -0.878 0.389 -1.444 0.253
H -5.000 -1.137 -0.616 0.305
```


C5H11NO3 | the ωB97M-V functional and the def2-TZVPD basis

## Properties
- Energy relative to the best compared isomer or geometry (same formula, charge and spin): 53.1 kcal per mole
- HOMO energy: -7.72 eV
- Frontier orbital gap: 0.2993 hartree

```
20
Properties=species:S:1:pos:R:3:mulliken_charge:R:1
C 0.997 0.994 -0.066 0.076
C -0.983 -0.415 0.043 -0.066
C 1.500 -1.473 0.335 -1.508
C -1.792 0.527 -0.817 -1.342
C 0.831 -0.394 -0.479 1.377
N -1.219 -0.308 1.429 -0.363
O 0.977 1.815 -1.042 -0.635
O 1.157 1.375 1.197 -0.443
O 0.907 -0.427 -1.813 -0.845
H 0.896 0.896 -1.911 0.454
H 1.198 2.343 1.226 0.369
H -1.090 -1.447 -0.287 0.418
H -1.127 0.627 1.805 0.195
H -1.276 -1.178 1.939 0.221
H 1.324 -1.333 1.400 0.357
H 1.122 -2.443 0.015 0.341
H 2.575 -1.450 0.153 0.382
H -2.852 0.278 -0.746 0.391
H -1.488 0.441 -1.859 0.332
H -1.657 1.569 -0.520 0.290
```


C25H46BN3O11PS | the ωB97M-V functional and the def2-TZVPD basis

## Properties
- HOMO energy: -10.33 eV
- Charge: +1
- Frontier orbital gap: 0.2304 hartree

```
88
Properties=species:S:1:pos:R:3:mulliken_charge:R:1
C 5.101 -0.737 1.724 -0.995
C 3.745 -1.436 1.886 -0.292
C 3.159 -2.013 0.602 -0.662
N 2.938 -1.081 -0.529 0.248
C 1.914 -0.047 -0.341 0.002
P 2.627 1.701 -0.063 -0.179
C 2.626 2.054 1.738 -0.204
C 1.591 3.160 2.088 -1.076
C 4.331 1.759 -0.738 -0.337
C 4.428 1.286 -2.190 -1.380
C 1.102 0.053 -1.655 -1.754
N -0.309 0.472 -1.407 0.571
N -0.438 1.803 -0.857 -0.574
C -0.747 2.713 -1.636 0.462
S -1.302 3.863 -2.487 -0.288
C -1.049 -0.492 -0.494 0.137
B -2.109 0.264 0.482 0.567
C -1.762 0.908 1.853 -0.846
O -3.415 0.289 0.020 -0.542
C -0.002 -1.235 0.340 -0.951
O 1.012 -0.332 0.724 -0.412
H 5.777 -0.996 2.537 0.405
H 4.976 0.342 1.773 0.040
H 5.558 -1.020 0.776 0.304
H 3.887 -2.297 2.544 0.551
H 3.010 -0.805 2.384 0.001
H 2.254 -2.570 0.869 0.274
H 3.873 -2.750 0.228 0.603
H 2.663 -1.678 -1.304 0.359
H 2.364 1.167 2.312 0.113
H 3.607 2.396 2.069 0.580
H 0.664 2.693 2.420 0.130
H 1.990 3.839 2.832 0.457
H 1.348 3.727 1.188 0.247
H 5.085 1.256 -0.137 0.305
H 4.581 2.822 -0.723 0.516
H 4.283 0.214 -2.291 0.238
H 3.743 1.845 -2.832 0.296
H 5.430 1.509 -2.563 0.475
H 1.564 0.813 -2.285 0.392
H 1.065 -0.886 -2.209 0.562
H -0.793 0.464 -2.306 0.678
H -1.619 -1.158 -1.145 -0.243
H -2.489 0.637 2.621 0.349
H -1.819 1.994 1.722 0.334
H -0.764 0.689 2.233 0.177
H -3.945 -0.477 0.270 0.288
H -0.471 -1.634 1.239 0.539
H 0.411 -2.099 -0.192 0.478
C -4.058 -3.647 -5.276 -1.530
C -3.863 -4.059 -3.841 0.615
C -4.153 -2.984 -2.817 -0.518
O -3.264 -3.340 -1.742 -0.186
C -2.216 -4.011 -2.284 0.697
O -1.212 -4.258 -1.690 -0.598
O -2.467 -4.334 -3.562 -0.375
H -3.868 -4.483 -5.946 0.376
H -5.080 -3.304 -5.434 0.372
H -3.366 -2.846 -5.543 0.361
H -4.429 -4.966 -3.621 0.171
H -5.182 -2.989 -2.466 0.386
H -3.892 -1.983 -3.172 0.275
C 3.180 9.713 3.141 -1.435
C 3.401 8.356 2.523 0.463
C 2.145 7.538 2.300 -0.532
O 2.631 6.195 2.424 -0.193
C 3.732 6.226 3.219 0.607
O 4.251 5.257 3.670 -0.510
O 4.140 7.496 3.412 -0.360
H 4.121 10.253 3.232 0.355
H 2.500 10.304 2.527 0.372
H 2.760 9.611 4.142 0.359
H 3.975 8.443 1.596 0.248
H 1.697 7.686 1.321 0.320
H 1.395 7.710 3.076 0.313
C -4.550 -5.017 0.823 -1.108
C -5.787 -5.750 0.381 0.405
C -5.607 -7.227 0.100 -0.487
O -6.570 -7.460 -0.936 -0.334
C -6.759 -6.296 -1.599 0.655
O -7.320 -6.180 -2.638 -0.530
O -6.195 -5.267 -0.913 -0.291
H -4.783 -3.970 1.020 0.294
H -4.118 -5.450 1.725 0.451
H -3.817 -5.047 0.019 0.078
H -6.615 -5.589 1.077 0.252
H -5.812 -7.862 0.957 0.324
H -4.614 -7.457 -0.294 0.293
```